P | One molecule with the formula C2H4O3S. Source: the Open Molecules 2025 dataset; level of theory: ωB97M-V/def2-TZVPD.

The geometry in XYZ format:
```
10
Properties=species:S:1:pos:R:3:mulliken_charge:R:1
C 1.160 0.776 1.041 -0.131
C 0.061 1.617 0.514 -0.278
H 2.336 0.944 1.248 0.247
H 0.799 0.371 1.953 0.204
H -0.630 2.193 1.113 0.292
H 0.475 2.643 -0.032 0.193
O -1.021 -1.722 0.083 -0.489
O 1.114 -0.356 0.000 -0.372
O -0.726 0.843 -0.353 -0.332
S -0.327 -0.664 -0.716 0.664
```

The orbital gap is 0.4133 hartree.

---

Q | A 2-piece molecular cluster, C2H4O3S overall. Source: the Open Molecules 2025 dataset; level of theory: ωB97M-V/def2-TZVPD.

The geometry in XYZ format:
```
10
Properties=species:S:1:pos:R:3:mulliken_charge:R:1
C -1.704 -0.071 -1.765 -0.075
C 0.828 0.648 1.250 -0.261
O -1.298 1.057 -1.705 -0.386
O 1.701 -1.840 1.831 -0.464
O 1.241 0.041 0.017 -0.273
S 2.155 -0.619 1.250 0.472
H -1.139 -0.957 -2.088 0.224
H -2.750 -0.319 -1.578 0.239
H 1.181 1.602 1.370 0.297
H -0.216 0.459 1.417 0.227
```

The orbital gap is 0.3907 hartree.

---

According to the calculations, the structures order from most to least stable as P, Q.

---

P | One molecule with the formula C3H6N2. Source: the Open Molecules 2025 dataset; level of theory: ωB97M-V/def2-TZVPD.

The geometry in XYZ format:
```
11
Properties=species:S:1:pos:R:3:mulliken_charge:R:1
C -1.070 -0.749 -0.987 -0.201
N -1.186 0.576 -0.832 -0.316
N -0.178 1.105 0.001 -0.186
C 0.080 0.403 1.075 -0.376
C 1.169 0.531 0.057 -0.167
H -1.637 -1.528 -1.625 0.280
H -0.248 -1.339 -0.404 0.139
H 0.326 0.874 1.873 0.273
H -0.461 -0.596 0.944 0.150
H 2.022 1.238 0.216 0.275
H 1.183 -0.515 -0.318 0.128
```

Its SMILES is C=NN1CC1. The orbital gap is 0.3526 hartree.

---

Q | One molecule with the formula C3H6N2. Source: the Open Molecules 2025 dataset; level of theory: ωB97M-V/def2-TZVPD.

The geometry in XYZ format:
```
11
Properties=species:S:1:pos:R:3:mulliken_charge:R:1
C -1.611 -0.028 -0.151 -1.062
C -0.317 -0.721 0.199 0.227
N 0.505 -0.370 1.449 -0.550
C 0.931 -0.026 0.315 0.105
N 2.009 0.506 -0.336 -0.470
H -2.476 -0.494 0.334 0.288
H -1.585 1.032 0.123 0.317
H -1.759 -0.095 -1.236 0.276
H -0.291 -1.784 -0.056 0.339
H 2.811 0.664 0.256 0.263
H 1.783 1.316 -0.897 0.266
```

Its SMILES is C[C@@H]1N=C1N. The orbital gap is 0.3796 hartree.

---

R | One molecule with the formula C3H6N2. Source: the Open Molecules 2025 dataset; level of theory: ωB97M-V/def2-TZVPD.

The geometry in XYZ format:
```
11
Properties=species:S:1:pos:R:3:mulliken_charge:R:1
C -0.108 1.272 -0.292 -1.232
C 0.149 -0.190 -0.053 0.617
N 0.012 -0.581 1.313 -0.625
C -0.741 -1.034 -0.938 -0.010
N -0.112 -1.674 -1.694 -0.346
H 0.115 1.515 -1.333 0.338
H -1.149 1.528 -0.082 0.296
H 0.541 1.839 0.379 0.324
H 1.172 -0.445 -0.500 0.127
H 0.849 -0.983 1.702 0.253
H -0.728 -1.247 1.497 0.260
```

Its SMILES is C[C@@H](N)C#N. The orbital gap is 0.3599 hartree.

---

S | One molecule with the formula C3H6N2. Source: the Open Molecules 2025 dataset; level of theory: ωB97M-V/def2-TZVPD.

The geometry in XYZ format:
```
11
Properties=species:S:1:pos:R:3:mulliken_charge:R:1
H -3.007 -0.150 0.283 0.292
N -2.249 -0.044 -0.489 -0.458
C -1.142 -0.044 -0.022 0.087
N 0.061 -0.161 -0.826 -0.324
C 1.105 0.632 -0.236 -0.457
C 1.020 -0.816 -0.173 -0.066
H -0.750 0.309 0.965 0.136
H 1.757 1.554 -0.767 0.204
H 0.720 1.139 0.707 0.167
H 0.566 -0.934 1.003 0.152
H 1.918 -1.486 -0.444 0.268
```

Its SMILES is [H]/N=C/N1CC1. The orbital gap is 0.3998 hartree.

---

According to the calculations, the structures order from most to least stable as Q, R, S, P.

---

P | One molecule with the formula C3H6N2. Source: the Open Molecules 2025 dataset; level of theory: ωB97M-V/def2-TZVPD.

The geometry in XYZ format:
```
11
Properties=species:S:1:pos:R:3:mulliken_charge:R:1
C 1.359 -0.506 -0.182 -0.826
N 0.421 0.167 0.700 -0.347
C -0.706 0.806 0.055 -0.466
C -1.865 -0.082 -0.203 0.318
N -2.767 -0.793 -0.343 -0.396
H 0.935 -1.326 -0.782 0.304
H 2.174 -0.906 0.427 0.306
H 1.793 0.231 -0.868 0.299
H 0.096 -0.461 1.426 0.259
H -1.058 1.639 0.672 0.269
H -0.382 1.231 -0.901 0.280
```

Its SMILES is CNCC#N. The orbital gap is 0.3884 hartree.

---

Q | C3H6N2 as an isolated structure. Source: the Open Molecules 2025 dataset; level of theory: ωB97M-V/def2-TZVPD.

The geometry in XYZ format:
```
11
Properties=species:S:1:pos:R:3:mulliken_charge:R:1
C -0.969 0.579 0.254 -0.250
C -0.248 -0.527 -0.517 -0.341
N 0.255 0.849 1.013 -0.393
C 1.625 -0.106 -0.660 -0.355
N 0.885 -0.388 0.483 -0.173
H 0.153 0.758 2.022 0.281
H -1.297 1.439 -0.337 0.221
H -1.806 0.188 0.849 0.242
H 1.977 -1.095 -1.011 0.218
H -0.646 -1.536 -0.566 0.338
H 0.070 -0.161 -1.530 0.213
```

The orbital gap is 0.3470 hartree.

---

According to the calculations, the structures order from most to least stable as P, Q.

---

P | A 3-piece molecular cluster, C3H6N2 overall. Source: the Open Molecules 2025 dataset; level of theory: ωB97M-V/def2-TZVPD.

The geometry in XYZ format:
```
11
Properties=species:S:1:pos:R:3:mulliken_charge:R:1
C 1.153 -0.098 0.027 -1.091
C -0.235 0.054 -0.444 0.523
N -0.947 -1.049 0.040 -0.628
C -0.822 1.391 -0.242 0.152
N -1.311 2.427 -0.074 -0.399
H 1.794 0.782 -0.126 0.360
H 0.725 -0.586 1.417 0.095
H 1.582 -1.046 -0.300 0.373
H 0.272 -0.012 -1.466 0.150
H -1.959 -0.858 0.002 0.254
H -0.247 -1.025 1.254 0.211
```

The orbital gap is 0.3844 hartree.

---

Q | One molecule with the formula C3H6N2. Source: the Open Molecules 2025 dataset; level of theory: ωB97M-V/def2-TZVPD.

The geometry in XYZ format:
```
11
Properties=species:S:1:pos:R:3:mulliken_charge:R:1
C 1.316 -0.690 -0.055 -0.812
C 0.962 0.682 -0.127 -0.020
C -0.360 1.199 -0.103 0.027
N -1.529 0.643 -0.016 -0.392
N -1.687 -0.738 -0.156 -0.331
H 2.397 -0.923 0.230 0.210
H 0.775 -1.632 -0.249 0.320
H 1.859 1.301 0.005 0.272
H -0.552 2.320 0.071 0.286
H -2.541 -0.975 0.268 0.244
H -0.640 -1.186 0.129 0.196
```

Its SMILES is C=C/C=N\N. The orbital gap is 0.3311 hartree.

---

R | One molecule with the formula C3H6N2. Source: the Open Molecules 2025 dataset; level of theory: ωB97M-V/def2-TZVPD.

The geometry in XYZ format:
```
11
Properties=species:S:1:pos:R:3:mulliken_charge:R:1
C 1.995 0.034 -0.053 -0.239
N 1.084 -0.792 -0.236 -0.441
N -0.174 -0.345 -0.676 -0.093
C -1.347 -0.679 0.108 -0.362
C -0.907 0.682 -0.071 -0.416
H 1.886 1.183 -0.112 0.256
H 2.999 -0.263 0.391 0.243
H -1.134 -1.118 1.115 0.235
H -2.269 -1.166 -0.375 0.208
H -1.624 1.280 -0.800 0.175
H -0.511 1.183 0.708 0.434
```

Its SMILES is C=NN1CC1. The orbital gap is 0.3784 hartree.

---

S | One molecule with the formula C3H6N2. Source: the Open Molecules 2025 dataset; level of theory: ωB97M-V/def2-TZVPD.

The geometry in XYZ format:
```
11
Properties=species:S:1:pos:R:3:mulliken_charge:R:1
H -2.443 -1.178 0.002 0.238
N -2.614 -0.204 -0.240 -0.564
C -1.524 0.417 -0.047 0.033
N -0.274 -0.147 0.559 -0.324
C 0.836 0.570 0.082 0.117
C 1.973 -0.274 -0.280 -0.792
H -1.547 1.492 -0.083 0.303
H -0.058 -1.123 0.432 0.244
H 0.703 1.636 0.022 0.333
H 3.053 0.195 -0.258 0.201
H 1.894 -1.386 -0.188 0.211
```

Its SMILES is [H]/N=C\NC=C. The orbital gap is 0.3559 hartree.

---

According to the calculations, the structures order from most to least stable as S, Q, R, P.